No. 1
Formula: C4H4N2
Source: the Open Molecules 2025 dataset
Level of theory: ωB97M-V/def2-TZVPD

XYZ file:
```
10
Properties=species:S:1:pos:R:3:lowdin_charge:R:1
C -0.66483 -0.29315 -0.88171 -0.09
C 0.76268 -0.08186 -1.04028 -0.14
C 1.02763 0.67524 1.00322 -0.20
C -1.14511 -0.16758 0.45448 -0.21
H -1.47271 -1.24533 -1.37456 0.18
H 0.95732 -0.28210 -2.11488 0.10
H 1.52585 1.16040 1.91075 0.12
H -2.21458 -0.65022 0.75050 0.14
N 1.56545 0.54539 -0.13973 0.06
N -0.34170 0.33921 1.43220 0.04
```

Output
- E_tot: -264.233151 a.u.
- HOMO-LUMO gap: 10.05 eV
- 2S+1: 1
- HOMO level: -0.365 Eh
- Energy above the lowest of the compared OMol25 structures with the same formula, charge and spin: 244.9 kJ/mol

No. 2
Formula: C4H4N2
Source: the Open Molecules 2025 dataset
Level of theory: ωB97M-V/def2-TZVPD

XYZ file:
```
10
Properties=species:S:1:pos:R:3:lowdin_charge:R:1
N 1.69607 -1.50839 1.73601 0.17
C 0.68680 -1.01349 1.35447 -0.23
C -0.28966 -0.22677 0.73726 -0.20
C 0.28414 0.48579 -0.48727 -0.21
C -0.72281 1.05391 -1.26608 -0.27
N -1.58908 1.16494 -2.02666 0.17
H -1.13549 -0.86985 0.12929 0.19
H -0.87377 0.54181 1.20291 0.12
H 0.82608 1.35454 -0.31699 0.11
H 0.68337 -0.41898 -1.01091 0.16
```

Output
- E_tot: -264.257274 a.u.
- HOMO-LUMO gap: 12.24 eV
- 2S+1: 1
- HOMO level: -0.435 Eh
- Energy above the lowest of the compared OMol25 structures with the same formula, charge and spin: 181.6 kJ/mol
- SMILES string: N#CCCC#N

No. 3
Formula: C4H4N2
Source: the Open Molecules 2025 dataset
Level of theory: ωB97M-V/def2-TZVPD

XYZ file:
```
10
Properties=species:S:1:pos:R:3:lowdin_charge:R:1
N -1.00556 -1.13755 -0.03988 0.06
C -0.36229 0.05444 0.44514 -0.45
C 1.09884 -0.01697 0.26256 -0.08
C 2.28653 -0.03787 0.07959 0.13
C -1.09106 2.07917 -1.02271 0.02
N -0.82499 1.25503 -0.22663 -0.03
H -0.83709 -1.23637 -1.03578 0.09
H -2.00996 -1.07532 0.10602 0.09
H -0.59798 0.16022 1.50937 0.15
H 3.34356 -0.04477 -0.07768 0.03
```

Output
- E_tot: -264.213629 a.u.
- HOMO-LUMO gap: 11.44 eV
- 2S+1: 1
- HOMO level: -0.390 Eh
- Energy above the lowest of the compared OMol25 structures with the same formula, charge and spin: 296.2 kJ/mol

No. 4
Formula: C4H4N2
Source: the Open Molecules 2025 dataset
Level of theory: ωB97M-V/def2-TZVPD

XYZ file:
```
10
Properties=species:S:1:pos:R:3:lowdin_charge:R:1
C 0.97207 0.20425 -0.67437 -0.05
C -0.17129 0.04898 0.32007 -0.37
C -1.35992 0.86383 0.06646 -0.18
N -2.31899 1.48853 -0.08775 0.17
C -0.53818 -1.35832 0.51259 -0.18
N -0.52090 -2.25336 1.24100 0.18
H 1.78168 -0.47114 -0.37957 0.09
H 1.33400 1.23322 -0.64739 0.09
H 0.63399 -0.05736 -1.67696 0.09
H 0.18754 0.30137 1.32593 0.16
```

Output
- E_tot: -264.288262 a.u.
- HOMO-LUMO gap: 12.27 eV
- 2S+1: 1
- HOMO level: -0.444 Eh
- Energy above the lowest of the compared OMol25 structures with the same formula, charge and spin: 100.2 kJ/mol
- SMILES string: CC(C#N)C#N